C6H8BNO4 | ωB97M-V with the def2-TZVPD basis set

The geometry in XYZ format:
```
20
C6H8BNO4 | the Open Molecules 2025 dataset | ωB97M-V with the def2-TZVPD basis set
H 1.95703 -1.06689 -1.30705
H 1.95762 1.24448 2.71595
H 0.74735 -1.97270 -0.13543
C 0.57634 0.17139 0.07338
O 1.18556 1.18100 2.16163
C -1.12423 1.02503 -1.36075
C 0.92248 -0.95021 -0.80696
N 1.32896 0.21119 1.17449
O 2.24571 -0.59677 1.43924
O -1.31975 -1.92522 1.06582
C -0.80951 0.06438 -2.33241
C -0.42164 1.15673 -0.23667
C 0.06206 -0.92781 -2.08483
H -1.83097 1.72527 -1.43938
H -0.99979 0.94106 2.38654
B -1.23311 -0.96906 1.78610
H 0.14703 -1.59074 -2.87527
H -0.71509 2.02269 0.34799
O -1.27137 0.02419 2.61842
H -1.40467 0.23199 -3.19082
```

Summary:
Net charge: 0
Frontier orbital gap (spin up / spin down): 7.71 / 7.71 eV
Energy: -613.90400 Eh
Relative energy (zero: lowest compared OMol25 entry of this formula, charge and spin): 92.1 kcal/mol
Maximum force: 0.0779 Eh/bohr
E_LUMO (spin up / spin down): -0.0078 / -0.0078 hartree
SMILES: [O-]/[N+](O)=C1/C=CC=CC1.O=BO

Let us look at the natural (NBO) charges, expressed in e, one per atom: number 1, H, carries 0.266; number 2, H, carries 0.510; number 3, H, carries 0.300; number 4, C, carries 0.102; number 5, O, carries -0.582; number 6, C, carries -0.157; number 7, C, carries -0.501; number 8, N, carries 0.359; number 9, O, carries -0.511; number 10, O, carries -0.870; number 11, C, carries -0.268; number 12, C, carries -0.267; number 13, C, carries -0.093; number 14, H, carries 0.203; number 15, H, carries 0.545; number 16, B, carries 1.230; number 17, H, carries 0.210; number 18, H, carries 0.227; number 19, O, carries -0.917; number 20, H, carries 0.214



C6H12N2 | ωB97M-V with the def2-TZVPD basis set

The geometry in XYZ format:
```
20
C6H12N2 | the Open Molecules 2025 dataset | ωB97M-V with the def2-TZVPD basis set
H 1.82175 -2.38587 -0.57248
C 1.92144 -1.35124 -0.24507
C -1.57012 -0.83788 0.57624
H 0.77598 2.06724 1.57018
C 0.37384 0.41465 0.26918
C 1.31470 1.27965 1.04753
C -1.57087 0.93013 -1.24964
H 2.50960 -0.81136 -0.99268
H -1.05090 -2.04619 -0.78894
H -1.26201 1.92115 -1.58151
C -1.08779 0.66478 0.17461
H -1.14591 0.20499 -1.94049
H -2.21099 -0.72905 1.45198
H -2.65778 0.85625 -1.28461
H 2.47669 -1.32490 0.69644
H 1.87409 0.70074 1.78407
N -1.74411 -1.92434 -0.04701
H -1.42292 1.44172 0.86578
H 2.04619 1.71556 0.36419
N 0.60913 -0.78602 -0.09778
```

Summary:
Net charge: 0
Frontier orbital gap: 9.31 eV
Energy: -345.23567 Eh
Relative energy (zero: lowest compared OMol25 entry of this formula, charge and spin): 57.9 kcal/mol
Maximum force: 0.0797 Eh/bohr
E_LUMO: 0.0297 hartree
SMILES: [H]/N=C\[C@H](C)/C(C)=N/C

Let us look at the natural (NBO) charges, expressed in e, one per atom: number 1, H, carries 0.203; number 2, C, carries -0.440; number 3, C, carries 0.186; number 4, H, carries 0.224; number 5, C, carries 0.332; number 6, C, carries -0.697; number 7, C, carries -0.593; number 8, H, carries 0.197; number 9, H, carries 0.349; number 10, H, carries 0.205; number 11, C, carries -0.329; number 12, H, carries 0.219; number 13, H, carries 0.147; number 14, H, carries 0.219; number 15, H, carries 0.185; number 16, H, carries 0.233; number 17, N, carries -0.622; number 18, H, carries 0.209; number 19, H, carries 0.234; number 20, N, carries -0.460



C2H7Cl2N2P | ωB97M-V with the def2-TZVPD basis set

The geometry in XYZ format:
```
14
C2H7Cl2N2P | the Open Molecules 2025 dataset | ωB97M-V with the def2-TZVPD basis set
H 0.46055 -2.26769 0.95566
C 0.08369 1.27269 -1.14414
H -0.32864 0.63373 -1.84067
H 0.24190 -2.52648 -0.83339
Cl 2.23205 2.22352 0.89369
P 0.69958 0.85297 1.47988
H -1.07144 -3.04878 0.31554
Cl -0.63400 2.37728 2.02138
H -0.38069 2.26642 -0.88278
H -1.44977 -0.65809 0.63692
C -0.23585 -2.23844 0.12033
N -0.86118 -0.86987 -0.17248
H 0.98556 1.58890 -1.52159
N 0.25823 0.39383 -0.02835
```

Summary:
Net charge: 0
Frontier orbital gap: 10.04 eV
Energy: -1451.62213 Eh
Relative energy (zero: lowest compared OMol25 entry of this formula, charge and spin): 35.0 kcal/mol
Maximum force: 0.0663 Eh/bohr
E_LUMO: 0.0086 hartree
SMILES: CNN(C)P(Cl)Cl

Let us look at the natural (NBO) charges, expressed in e, one per atom: number 1, H, carries 0.202; number 2, C, carries -0.436; number 3, H, carries 0.228; number 4, H, carries 0.207; number 5, Cl, carries -0.332; number 6, P, carries 1.069; number 7, H, carries 0.218; number 8, Cl, carries -0.363; number 9, H, carries 0.201; number 10, H, carries 0.344; number 11, C, carries -0.446; number 12, N, carries -0.412; number 13, H, carries 0.208; number 14, N, carries -0.689



Q: Look up the maximum force of the second one.
A: 0.0797 Eh/bohr